# 1
5 unconnected molecules or ions with the total composition C5H19NO6, computed with ωB97M-V/def2-TZVPD.

Calculated values
**HOMO-LUMO gap (spin up / spin down)**: 10.1 / 5.4 eV
**Energy relative to the best compared isomer or geometry (same formula, charge and spin)**: 89.4 kcal/mol
**⟨S²⟩**: 0.768
**Spin multiplicity**: 2
**Charge**: +1

Cartesian coordinates (Å):
1 O 0.9239 -3.2300 2.2527
2 C 0.6412 -2.0665 2.1108
3 N 0.1678 -1.6757 0.7960
4 C -0.1618 -0.3270 0.2185
5 C 1.2168 0.3783 0.0307
6 C 1.7464 1.1900 1.2417
7 O 2.1318 -0.5968 -0.4195
8 C -0.9240 -0.4845 -1.1462
9 H 0.7905 -1.2887 2.8532
10 H 0.2109 -2.3539 0.0544
11 H -0.7485 0.1952 1.1673
12 H 1.2552 1.1200 -0.8611
13 H 1.3479 0.8595 2.1542
14 H 1.2943 2.2021 1.1154
15 H 2.7431 1.4655 1.2148
16 H 2.4498 -1.0721 0.3072
17 H -2.0086 -0.2596 -0.9148
18 H -0.7364 0.2741 -1.8696
19 H -0.8439 -1.6177 -1.5010
20 H 1.3639 3.6447 -2.0934
21 H 0.5302 2.6062 -1.6196
22 O 0.5894 3.5474 -1.5473
23 H -2.0359 -1.0357 1.9841
24 H -3.0995 -0.3963 2.9398
25 O -2.4945 -0.3508 2.2239
26 H 1.5225 -1.7859 -3.4828
27 H 1.8103 -1.8943 -1.8698
28 O 1.3778 -2.3098 -2.7152
29 H -4.0803 1.7311 -0.1967
30 H -3.5611 1.5815 -1.6211
31 O -3.4190 1.9498 -0.8065

Atom charges from the Löwdin analysis, given in e for atoms 1 to 4: 0.19 -0.17 0.23 -0.22

# 2
A molecular structure, C37H47MoN4O4S3Sb, computed with ωB97M-V/def2-TZVPD.

Calculated values
**HOMO-LUMO gap (spin up / spin down)**: 6.4 / 5.6 eV
**⟨S²⟩**: 2.054
**Spin multiplicity**: 3
**Charge**: +2

Cartesian coordinates (Å):
1 Mo 0.7497 1.3641 0.3540
2 C 5.0752 1.8908 0.3829
3 C 3.6859 1.3890 0.5289
4 N 2.7128 1.7577 -0.2573
5 N 3.0151 2.6101 -1.2593
6 C 2.1144 2.6350 -2.1839
7 N 2.2097 3.4233 -3.2518
8 S 0.7297 1.5492 -2.0558
9 C 3.2888 0.4355 1.5371
10 C 4.1800 -0.1851 2.3972
11 C 3.7242 -1.1624 3.2607
12 C 2.3743 -1.4874 3.2408
13 C 1.5421 -0.8248 2.3676
14 N 1.9669 0.1343 1.5329
15 H 5.0699 2.7866 -0.2283
16 H 5.4996 2.1105 1.3618
17 H 5.7051 1.1453 -0.1102
18 H 3.0328 3.9942 -3.3698
19 H 1.5872 3.3019 -4.0307
20 H 5.2255 0.0850 2.3622
21 H 4.4095 -1.6772 3.9199
22 H 1.9737 -2.2540 3.8885
23 H 0.4889 -1.0693 2.3300
24 C -4.0965 0.5454 -1.6408
25 O -2.8972 1.2665 -1.3680
26 C -3.1120 2.6650 -1.4262
27 C -1.7811 3.3920 -1.3297
28 O -0.9832 3.0359 -0.1865
29 C -1.6356 3.2924 1.0649
30 C -2.0707 1.9866 1.6814
31 O -0.9008 1.2131 2.0256
32 C -0.5744 1.2978 3.4288
33 H -4.4158 0.6942 -2.6762
34 H -3.8848 -0.5069 -1.4688
35 H -4.9038 0.8658 -0.9753
36 H -3.5792 2.9330 -2.3802
37 H -3.7976 2.9708 -0.6264
38 H -1.1824 3.1544 -2.2019
39 H -1.9524 4.4704 -1.3013
40 H -0.9085 3.7757 1.7100
41 H -2.4814 3.9687 0.9389
42 H -2.6801 2.1669 2.5672
43 H -2.6266 1.3869 0.9621
44 H -0.4469 2.3335 3.7352
45 H -1.3806 0.8366 4.0030
46 H 0.3485 0.7550 3.6050
47 C -0.0934 -4.2345 0.8590
48 C 1.1100 -3.6151 0.2016
49 C 2.3185 -4.3123 0.2417
50 C 3.4638 -3.8266 -0.3643
51 C 3.4129 -2.6344 -1.0733
52 C 2.2247 -1.9260 -1.1218
53 C 1.0814 -2.3912 -0.4715
54 Sb -0.5924 -1.0341 -0.7083
55 C -0.8803 -1.2501 -2.8467
56 C -1.4917 -0.1605 -3.4658
57 C -1.7141 -0.1476 -4.8316
58 C -1.3175 -1.2349 -5.5924
59 C -0.7286 -2.3248 -4.9745
60 C -0.4993 -2.3706 -3.5993
61 C 0.1119 -3.6271 -3.0397
62 C -2.2804 -1.8660 0.3564
63 C -2.3188 -1.5509 1.7127
64 C -3.3362 -2.0172 2.5284
65 C -4.3312 -2.8092 1.9783
66 C -4.2928 -3.1234 0.6291
67 C -3.2821 -2.6620 -0.2131
68 C -3.3074 -3.0560 -1.6641
69 H 0.0061 -5.3186 0.8808
70 H -1.0134 -3.9872 0.3355
71 H -0.2047 -3.8952 1.8937
72 H 2.3505 -5.2722 0.7444
73 H 4.3888 -4.3859 -0.3061
74 H 4.2856 -2.2673 -1.5998
75 H 2.1778 -1.0137 -1.7102
76 H -1.8020 0.6888 -2.8708
77 H -2.1977 0.7019 -5.2959
78 H -1.4776 -1.2397 -6.6623
79 H -0.4449 -3.1802 -5.5754
80 H -0.0554 -4.4594 -3.7212
81 H -0.3104 -3.8884 -2.0712
82 H 1.1891 -3.5159 -2.9142
83 H -1.5451 -0.9320 2.1470
84 H -3.3528 -1.7639 3.5804
85 H -5.1392 -3.1750 2.5975
86 H -5.0716 -3.7489 0.2104
87 H -4.2397 -3.5614 -1.9069
88 H -2.4897 -3.7418 -1.8955
89 H -3.2061 -2.1928 -2.3202
90 C 2.6304 5.9124 4.5401
91 O 2.6105 4.9095 3.5115
92 C 1.4644 4.4101 3.1107
93 S 0.0028 4.8785 3.7175
94 S 1.8321 3.2840 1.8119
95 H 3.6764 6.0567 4.7881
96 H 2.0673 5.5812 5.4100
97 H 2.1940 6.8396 4.1714

Atom charges from the Löwdin analysis, given in e for atoms 1 to 4: 1.26 0.02 -0.31 -0.26

Strongest force on any atom list, top to bottom, in eV/A: 7.7 2.3